{
  "formula": "C13H21BBrFeN4O",
  "method": "the ωB97M-V functional and the def2-TZVPD basis",
  "species": ["Fe", "C", "C", "C", "C", "C", "Br", "N", "C", "H", "H", "H", "H", "H", "H", "B", "C", "N", "H", "H", "H", "C", "N", "C", "C", "C", "N", "C", "C", "O", "H", "H", "H", "H", "H", "H", "H", "H", "H", "H", "H", "H"],
  "coordinates": [[0.97019, 0.35849, 0.55250], [1.59042, 4.37030, -3.38799], [1.99710, 3.05037, -2.80187], [3.00250, 2.26414, -3.35947], [3.35690, 1.04507, -2.79520], [2.66885, 0.66275, -1.67098], [3.01123, -0.96374, -0.75059], [1.70099, 1.38277, -1.10473], [1.37306, 2.55808, -1.66434], [2.20720, 4.62256, -4.24707], [1.68915, 5.16894, -2.65278], [0.55038, 4.34431, -3.71414], [3.51908, 2.60618, -4.24755], [4.13424, 0.42463, -3.21619], [0.58289, 3.11618, -1.17750], [2.87557, 1.55384, 4.70706], [2.31032, 1.20211, 3.32297], [1.83303, 0.92947, 2.31255], [2.33844, 1.39285, 5.73479], [4.15946, 1.54510, 4.69801], [3.77841, 2.45995, 4.64411], [-3.01474, 0.47855, 0.44163], [-2.80493, -0.96281, 0.51123], [-3.98823, -1.81762, 0.34691], [-3.73092, -3.18332, 0.94483], [-2.45212, -3.75241, 0.37083], [-1.35479, -2.79040, 0.54163], [0.01231, -3.29757, 0.51936], [-1.57539, -1.47531, 0.55871], [-0.56532, -0.67858, 0.63438], [-3.97137, 0.70771, 0.90455], [-3.03638, 0.82531, -0.59333], [-2.23934, 1.00477, 0.98863], [-4.23767, -1.88954, -0.71520], [-4.81763, -1.32408, 0.85004], [-4.56406, -3.84747, 0.72182], [-3.64868, -3.10500, 2.03025], [-2.56523, -3.98927, -0.69050], [-2.16812, -4.66650, 0.88838], [-0.01313, -4.35109, 0.78308], [0.62677, -2.78033, 1.25294], [0.45954, -3.19939, -0.47174]],
  "forces_ev_per_a": [[-0.02, -0.01, -0.01], [0.00, 0.00, 0.00], [0.00, -0.01, 0.01], [0.00, 0.01, 0.00], [0.00, -0.01, 0.01], [0.01, 0.01, -0.01], [0.03, -0.03, 0.01], [-0.03, 0.03, 0.03], [0.01, 0.00, -0.01], [0.00, 0.00, 0.00], [0.00, 0.00, 0.00], [0.00, 0.00, 0.00], [0.00, 0.00, 0.00], [0.00, 0.00, 0.00], [0.00, 0.00, 0.00], [-0.06, -0.10, -0.10], [-0.04, 0.08, 0.11], [0.07, -0.04, -0.02], [-0.03, -0.01, -0.01], [0.05, 0.00, 0.03], [0.04, 0.06, -0.02], [0.00, 0.00, 0.00], [0.00, -0.01, 0.02], [0.01, 0.00, 0.00], [0.00, 0.00, 0.00], [0.01, 0.00, 0.00], [-0.01, 0.01, 0.01], [0.00, -0.01, 0.00], [0.01, 0.00, -0.02], [-0.02, 0.03, -0.01], [0.00, 0.00, -0.01], [0.01, 0.00, 0.00], [0.00, 0.00, 0.01], [0.00, 0.00, 0.00], [0.00, -0.01, 0.00], [0.00, 0.00, 0.00], [0.00, 0.00, 0.00], [0.00, -0.01, 0.00], [-0.01, 0.00, 0.00], [0.00, 0.00, -0.01], [0.00, -0.01, 0.00], [0.00, 0.01, 0.00]],
  "mulliken_spin": [3.828, 0.001, -0.004, 0.008, 0.000, 0.008, 0.036, -0.003, 0.009, 0.000, 0.000, 0.000, 0.000, -0.001, 0.005, 0.627, -0.051, 0.142, -0.010, 0.156, 0.153, 0.002, 0.012, 0.001, 0.001, 0.000, 0.011, -0.001, 0.020, 0.047, 0.000, 0.001, 0.001, 0.000, 0.000, 0.000, 0.000, 0.000, 0.000, 0.000, 0.000, 0.001],
  "e_homo_ha": [-0.5493, -0.5478],
  "multiplicity": 6,
  "homo_lumo_gap_ev": [9.3, 6.8],
  "de_lowest_kj_mol": 0.0,
  "e_lumo_ev": [-5.684, -8.065],
  "total_energy_ha": -4664.2522,
  "charge": 2
}